{
  "formula": "C3H12O4",
  "method": "ωB97M-V/def2-TZVPD",
  "relative_energy_kcal_mol": 11.60,
  "charge": 0,
  "orbital_gap_ev": 10.61,
  "smiles": "CCC=O.O.O.O",
  "energy_ha": -422.44299,
  "multiplicity": 1,
  "lumo_ev": 0.7,
  "symbols": ["O", "C", "C", "C", "H", "H", "H", "H", "H", "H", "H", "H", "O", "H", "H", "O", "H", "H", "O"],
  "positions_angstrom": [[-0.029, 0.830, -0.999], [-0.796, 1.414, -0.260], [-0.574, 1.552, 1.219], [-1.062, 0.295, 1.920], [-1.823, 1.411, -0.672], [0.479, 1.768, 1.416], [-1.111, 2.446, 1.552], [-2.056, 0.032, 1.615], [-0.407, -0.553, 1.737], [-1.017, 0.427, 2.966], [1.624, -1.296, -0.843], [1.422, -2.801, -0.664], [0.939, -1.971, -0.732], [-0.856, -1.651, -0.718], [-2.185, -2.318, -1.055], [-1.770, -1.452, -0.984], [2.853, 0.349, 0.859], [1.915, 0.492, -0.336], [2.832, 0.284, -0.101]],
  "forces_ev_per_a": [[1.02, 0.95, 0.27], [-0.49, -2.75, -0.54], [0.20, 1.33, -0.37], [0.62, -0.20, -0.59], [-0.19, 1.02, 0.42], [0.04, -0.24, -0.06], [-0.17, -0.18, 0.18], [-0.54, -0.17, -0.11], [0.04, -0.07, -0.45], [-0.24, 0.35, 1.28], [-0.05, -0.10, 0.10], [-0.07, 0.05, 0.00], [0.34, -0.21, 0.05], [-0.03, 0.13, -0.30], [-0.05, 0.11, -0.03], [-0.20, -0.23, 0.25], [0.05, -0.07, -0.06], [-0.15, 0.39, -0.06], [-0.13, -0.11, 0.01]]
}

{
  "formula": "C54H70GeP2PtSi",
  "method": "ωB97M-V/def2-TZVPD",
  "charge": 1,
  "orbital_gap_ev": [6.37, 6.18],
  "s2": 0.756,
  "energy_ha": -5268.06249,
  "multiplicity": 2,
  "lumo_ev": [-3.0, -4.0],
  "symbols": ["Pt", "C", "Si", "C", "C", "C", "C", "C", "C", "P", "C", "C", "C", "C", "C", "C", "C", "C", "C", "C", "C", "C", "C", "C", "C", "C", "C", "C", "P", "C", "C", "C", "C", "C", "C", "C", "C", "C", "C", "C", "C", "H", "H", "H", "H", "H", "H", "H", "H", "H", "H", "H", "H", "H", "H", "H", "H", "H", "H", "H", "H", "H", "H", "H", "H", "H", "H", "H", "H", "H", "H", "H", "H", "H", "H", "H", "H", "H", "H", "H", "H", "H", "H", "H", "H", "H", "H", "H", "H", "H", "H", "H", "H", "H", "H", "H", "C", "Ge", "C", "C", "C", "C", "C", "C", "C", "C", "C", "C", "C", "C", "C", "C", "C", "C", "H", "H", "H", "H", "H", "H", "H", "H", "H", "H", "H", "H", "H", "H", "H"],
  "positions_angstrom": [[-0.153, -0.432, -0.157], [-2.416, -3.183, 0.587], [-2.008, -1.745, -0.536], [-1.625, -2.585, -2.190], [-2.305, -3.748, -2.557], [-1.923, -4.488, -3.668], [-0.837, -4.081, -4.429], [-0.151, -2.922, -4.092], [-0.540, -2.169, -2.989], [0.226, -0.591, -2.499], [-0.684, 0.616, -3.571], [-0.761, 0.197, -5.048], [-1.166, 1.415, -5.896], [-2.142, 2.334, -5.143], [-2.997, 1.504, -4.194], [-2.129, 0.837, -3.109], [2.016, -0.541, -2.960], [2.758, 0.489, -2.085], [2.762, 1.916, -2.625], [3.351, 1.950, -4.029], [2.559, 1.026, -4.948], [2.510, -0.408, -4.415], [-3.440, -0.535, -0.356], [-4.701, -0.746, -0.913], [-5.715, 0.188, -0.750], [-5.487, 1.340, -0.008], [-4.251, 1.548, 0.585], [-3.227, 0.620, 0.405], [-1.605, 0.767, 1.220], [-2.094, 0.661, 2.993], [-0.994, 1.059, 4.005], [-0.346, -0.169, 4.636], [-1.368, -0.962, 5.462], [-2.768, -0.911, 4.827], [-2.663, -0.728, 3.316], [-0.895, 2.462, 1.032], [-0.861, 2.936, -0.431], [-0.400, 4.404, -0.533], [0.432, 4.804, 0.680], [-0.426, 4.734, 1.953], [-1.464, 3.595, 1.892], [-3.403, -3.535, 0.263], [-2.516, -2.920, 1.638], [-1.712, -4.011, 0.483], [-3.134, -4.107, -1.957], [-2.458, -5.393, -3.925], [-0.523, -4.663, -5.285], [0.689, -2.614, -4.701], [-0.120, 1.550, -3.490], [-1.517, -0.589, -5.128], [0.161, -0.234, -5.431], [-1.619, 1.065, -6.825], [-0.274, 1.978, -6.182], [-2.765, 2.884, -5.849], [-1.591, 3.088, -4.571], [-3.522, 0.739, -4.774], [-3.770, 2.109, -3.718], [-2.569, -0.128, -2.861], [-2.141, 1.429, -2.197], [2.314, -1.531, -2.601], [3.802, 0.159, -2.021], [2.374, 0.475, -1.063], [3.335, 2.549, -1.944], [1.746, 2.327, -2.638], [4.395, 1.621, -3.987], [3.357, 2.967, -4.425], [2.995, 1.014, -5.949], [1.552, 1.431, -5.059], [3.535, -0.795, -4.414], [1.958, -1.052, -5.099], [-4.896, -1.638, -1.501], [-6.685, 0.021, -1.202], [-6.276, 2.070, 0.115], [-4.086, 2.438, 1.182], [-2.908, 1.389, 3.066], [-1.459, 1.658, 4.794], [-0.247, 1.708, 3.547], [0.499, 0.127, 5.260], [0.067, -0.806, 3.851], [-1.412, -0.568, 6.480], [-1.030, -1.998, 5.545], [-3.350, -0.083, 5.244], [-3.326, -1.819, 5.058], [-3.630, -0.863, 2.826], [-1.987, -1.491, 2.918], [0.141, 2.291, 1.351], [-1.858, 2.836, -0.868], [-0.194, 2.288, -1.011], [-1.271, 5.063, -0.597], [0.160, 4.549, -1.459], [0.835, 5.810, 0.555], [1.298, 4.139, 0.767], [-0.945, 5.683, 2.102], [0.218, 4.592, 2.825], [-2.395, 3.949, 1.437], [-1.714, 3.277, 2.902], [3.278, -2.410, -0.357], [2.043, -1.418, 0.793], [2.848, 0.261, 1.413], [2.258, 0.923, 2.487], [2.775, 2.117, 2.972], [3.907, 2.667, 2.386], [4.525, 2.007, 1.330], [3.999, 0.816, 0.848], [1.615, -2.536, 2.341], [0.345, -3.029, 2.488], [-0.018, -3.865, 3.569], [0.912, -4.194, 4.507], [2.242, -3.708, 4.409], [3.212, -4.043, 5.387], [4.488, -3.572, 5.298], [4.855, -2.736, 4.221], [3.943, -2.400, 3.262], [2.606, -2.875, 3.320], [3.955, -2.976, 0.285], [3.872, -1.763, -1.002], [2.727, -3.122, -0.972], [1.398, 0.477, 2.964], [2.304, 2.609, 3.815], [4.318, 3.597, 2.760], [5.424, 2.418, 0.887], [4.506, 0.311, 0.032], [-0.410, -2.754, 1.760], [-1.033, -4.239, 3.643], [0.655, -4.834, 5.343], [2.917, -4.684, 6.209], [5.221, -3.833, 6.050], [5.868, -2.358, 4.158], [4.246, -1.746, 2.455]],
  "forces_ev_per_a": [[0.09, 0.24, -0.37], [0.01, -0.11, 0.04], [0.02, -0.10, -0.10], [0.01, 0.07, -0.13], [0.00, -0.01, -0.08], [0.03, 0.05, -0.01], [-0.02, 0.01, 0.04], [-0.01, 0.01, -0.04], [-0.09, -0.04, 0.23], [-0.03, -0.21, 0.04], [-0.02, -0.02, -0.04], [0.01, 0.02, -0.01], [0.00, 0.03, 0.00], [0.01, -0.01, -0.01], [-0.01, -0.02, -0.01], [-0.03, 0.01, 0.12], [0.03, 0.02, 0.04], [0.02, -0.03, -0.07], [-0.04, -0.02, -0.01], [0.02, -0.03, 0.01], [0.00, -0.02, 0.00], [0.02, 0.00, 0.01], [-0.09, 0.00, -0.19], [-0.03, 0.03, -0.06], [0.01, -0.04, 0.00], [0.03, 0.01, 0.02], [-0.01, 0.03, 0.02], [-0.04, 0.05, 0.00], [0.09, 0.10, 0.17], [0.11, -0.05, 0.08], [-0.04, -0.02, 0.01], [0.00, -0.01, 0.05], [0.00, -0.01, 0.02], [-0.01, 0.00, 0.02], [0.03, -0.02, -0.03], [-0.07, 0.03, 0.01], [0.05, -0.03, 0.02], [0.00, -0.01, 0.00], [0.00, 0.01, 0.01], [-0.01, 0.00, 0.00], [-0.05, 0.02, -0.04], [0.03, 0.00, -0.03], [-0.02, 0.00, -0.06], [-0.05, 0.04, 0.02], [0.01, 0.02, 0.00], [0.00, 0.01, -0.01], [0.00, 0.00, 0.01], [0.01, -0.01, 0.02], [0.01, 0.03, 0.00], [0.01, 0.02, -0.01], [0.01, 0.04, 0.00], [-0.02, -0.01, 0.02], [-0.02, 0.00, -0.01], [0.00, 0.00, 0.00], [0.00, -0.02, 0.00], [0.01, 0.01, 0.02], [0.01, 0.02, -0.01], [-0.05, -0.07, 0.03], [-0.02, -0.04, -0.01], [0.03, -0.03, -0.02], [-0.05, 0.02, -0.04], [-0.02, 0.02, -0.16], [0.01, -0.01, 0.01], [-0.02, -0.01, -0.01], [-0.02, 0.01, 0.00], [-0.02, 0.00, 0.00], [0.01, 0.00, 0.00], [-0.06, -0.01, 0.00], [0.00, 0.01, 0.01], [0.00, 0.01, 0.02], [0.01, 0.02, 0.01], [0.02, 0.00, 0.00], [0.01, 0.00, 0.01], [-0.02, -0.03, -0.01], [-0.04, -0.02, -0.02], [0.01, -0.01, -0.01], [0.04, 0.00, -0.01], [-0.01, 0.01, 0.01], [-0.03, -0.04, 0.01], [-0.01, 0.01, -0.01], [-0.02, 0.04, -0.01], [0.01, 0.00, -0.01], [0.01, -0.01, 0.01], [0.01, 0.01, 0.00], [-0.01, 0.02, 0.04], [0.01, 0.00, 0.04], [0.02, 0.01, 0.04], [-0.01, 0.02, 0.01], [0.00, -0.01, 0.01], [0.01, 0.01, 0.00], [-0.01, 0.00, 0.00], [-0.02, 0.00, 0.00], [0.00, -0.01, 0.00], [0.01, -0.01, -0.01], [0.06, 0.02, -0.01], [-0.01, 0.00, 0.00], [0.04, -0.05, -0.05], [-0.14, 0.02, 0.16], [0.18, 0.00, -0.01], [0.03, 0.07, 0.02], [0.02, 0.00, -0.02], [-0.02, -0.02, -0.01], [-0.03, -0.02, 0.01], [0.05, 0.04, 0.04], [0.04, -0.07, 0.14], [0.02, 0.05, -0.09], [0.01, 0.04, -0.07], [0.05, -0.01, -0.01], [-0.03, 0.00, 0.00], [-0.02, 0.00, 0.01], [0.00, 0.00, -0.01], [0.00, -0.01, 0.01], [-0.02, -0.02, -0.01], [-0.06, 0.05, 0.01], [-0.02, 0.01, 0.01], [-0.04, -0.05, 0.04], [0.02, -0.01, 0.01], [-0.06, 0.00, 0.03], [0.01, -0.01, -0.02], [-0.01, -0.02, -0.01], [0.00, 0.00, 0.00], [-0.02, 0.04, 0.09], [0.17, -0.05, 0.10], [0.01, 0.00, 0.00], [0.00, 0.01, -0.01], [0.01, 0.01, -0.01], [0.00, 0.00, -0.01], [-0.01, -0.01, 0.00], [-0.01, -0.01, 0.00]]
}

{
  "formula": "C51H61AsN3O2S4SbV",
  "method": "ωB97M-V/def2-TZVPD",
  "relative_energy_kcal_mol": 0.00,
  "charge": -1,
  "orbital_gap_ev": [4.38, 4.42],
  "energy_ha": -7307.71399,
  "multiplicity": 1,
  "lumo_ev": [0.9, 0.9],
  "symbols": ["V", "C", "C", "C", "C", "C", "C", "C", "N", "C", "C", "C", "C", "C", "C", "O", "C", "C", "C", "C", "C", "C", "C", "C", "C", "O", "C", "C", "C", "C", "C", "C", "H", "H", "H", "H", "H", "H", "H", "H", "H", "H", "H", "H", "H", "H", "H", "H", "H", "H", "H", "H", "H", "H", "H", "H", "H", "H", "H", "H", "H", "H", "H", "H", "H", "H", "H", "H", "H", "H", "H", "H", "S", "Sb", "S", "S", "S", "N", "C", "C", "C", "C", "C", "N", "H", "H", "H", "H", "H", "H", "C", "C", "C", "C", "C", "C", "As", "C", "C", "C", "C", "C", "C", "C", "C", "C", "C", "C", "C", "H", "H", "H", "H", "H", "H", "H", "H", "H", "H", "H", "H", "H", "H", "H"],
  "positions_angstrom": [[-0.961, -0.901, -0.487], [4.919, -3.160, 3.394], [4.402, -1.716, 3.324], [4.413, -1.112, 4.735], [5.361, -0.898, 2.454], [2.979, -1.712, 2.756], [2.700, -1.260, 1.478], [1.391, -1.305, 0.997], [0.915, -0.897, -0.242], [1.584, -0.072, -1.171], [2.864, -0.202, -1.686], [3.341, 0.727, -2.607], [2.509, 1.793, -2.947], [1.210, 1.958, -2.448], [0.730, 0.966, -1.584], [-0.518, 0.888, -1.065], [0.386, 3.220, -2.754], [-1.018, 2.883, -3.291], [0.251, 4.016, -1.443], [1.065, 4.109, -3.794], [4.732, 0.537, -3.230], [5.804, 0.474, -2.128], [5.089, 1.681, -4.179], [4.759, -0.773, -4.030], [0.321, -1.607, 1.864], [-0.902, -1.252, 1.395], [0.592, -2.202, 3.109], [1.922, -2.230, 3.517], [-0.527, -2.721, 4.022], [-1.226, -1.508, 4.656], [-1.558, -3.549, 3.234], [0.026, -3.611, 5.143], [5.940, -3.190, 3.801], [4.930, -3.611, 2.396], [4.276, -3.776, 4.034], [5.444, -1.039, 5.105], [3.846, -1.721, 5.445], [3.975, -0.108, 4.728], [6.344, -0.852, 2.937], [4.997, 0.128, 2.314], [5.499, -1.349, 1.464], [3.483, -0.894, 0.825], [3.462, -1.062, -1.394], [2.881, 2.532, -3.648], [-1.621, 2.392, -2.532], [-0.958, 2.219, -4.160], [-1.528, 3.808, -3.594], [-0.206, 3.405, -0.662], [-0.376, 4.907, -1.595], [1.237, 4.341, -1.091], [1.207, 3.584, -4.746], [2.039, 4.470, -3.449], [0.434, 4.984, -3.980], [5.783, 1.388, -1.522], [6.804, 0.372, -2.570], [5.644, -0.377, -1.456], [5.088, 2.647, -3.661], [4.390, 1.740, -5.021], [6.093, 1.516, -4.585], [4.555, -1.637, -3.388], [5.741, -0.918, -4.502], [3.993, -0.756, -4.814], [2.152, -2.664, 4.487], [-1.632, -0.859, 3.878], [-0.517, -0.930, 5.263], [-2.056, -1.830, 5.299], [-2.066, -2.955, 2.474], [-2.315, -3.942, 3.925], [-1.074, -4.392, 2.733], [0.646, -3.049, 5.852], [0.624, -4.438, 4.740], [-0.812, -4.038, 5.704], [-2.447, -4.354, -4.143], [-1.517, -5.306, -2.224], [-2.789, -2.517, -0.555], [-0.903, -3.283, -0.622], [0.485, -5.846, -3.241], [0.832, -2.505, -3.098], [-0.215, -1.809, -3.601], [-0.450, -1.834, -4.995], [-1.476, -1.106, -5.519], [-2.287, -0.352, -4.664], [-2.002, -0.392, -3.327], [-0.994, -1.094, -2.770], [1.065, -3.357, -3.580], [0.843, -2.610, -2.101], [0.185, -2.457, -5.614], [-1.670, -1.129, -6.588], [-3.112, 0.243, -5.030], [-2.586, 0.165, -2.629], [-6.719, 2.853, -1.552], [-6.484, 2.865, -0.177], [-5.370, 2.229, 0.347], [-4.467, 1.574, -0.492], [-4.704, 1.571, -1.863], [-5.828, 2.205, -2.393], [-2.929, 0.663, 0.330], [-2.075, 2.159, 1.250], [-2.385, 3.494, 0.999], [-1.691, 4.509, 1.652], [-0.675, 4.198, 2.547], [-0.344, 2.868, 2.781], [-1.035, 1.854, 2.133], [-4.007, -0.087, 1.789], [-3.853, 0.275, 3.118], [-4.669, -0.281, 4.101], [-5.645, -1.202, 3.756], [-5.816, -1.559, 2.420], [-5.004, -1.003, 1.445], [-7.595, 3.346, -1.961], [-7.177, 3.368, 0.491], [-5.204, 2.237, 1.415], [-4.028, 1.077, -2.541], [-5.998, 2.187, -3.465], [-3.156, 3.754, 0.289], [-1.937, 5.545, 1.444], [-0.135, 4.990, 3.053], [0.464, 2.614, 3.459], [-0.750, 0.821, 2.291], [-3.104, 1.001, 3.398], [-4.529, 0.003, 5.138], [-6.273, -1.643, 4.523], [-6.582, -2.274, 2.139], [-5.156, -1.277, 0.412]],
  "forces_ev_per_a": [[-1.17, -0.72, -0.59], [0.00, -0.12, -0.02], [0.00, -0.01, -0.04], [-0.02, 0.11, 0.08], [0.04, 0.05, -0.12], [0.01, -0.01, -0.05], [0.21, -0.19, -0.31], [-0.33, 0.26, -0.13], [0.65, -0.06, 0.45], [-0.39, 0.31, 0.27], [0.19, -0.22, 0.14], [0.01, -0.15, 0.10], [-0.20, 0.15, -0.02], [-0.05, 0.23, -0.08], [-0.22, -0.25, 0.14], [0.49, -0.02, -0.34], [-0.08, -0.12, 0.01], [0.11, 0.03, -0.10], [-0.01, 0.04, -0.01], [0.09, 0.07, -0.08], [-0.05, -0.02, 0.11], [0.00, 0.02, 0.08], [0.05, 0.13, -0.08], [-0.06, -0.14, -0.07], [-0.11, 0.07, -0.24], [1.00, -0.04, -0.36], [-0.21, 0.06, 0.25], [-0.06, -0.08, 0.07], [-0.03, 0.05, -0.02], [0.02, 0.02, 0.05], [0.01, 0.01, -0.01], [0.06, -0.01, 0.04], [-0.17, 0.02, -0.06], [0.01, 0.04, 0.14], [0.10, 0.08, -0.09], [-0.15, -0.02, -0.04], [0.05, 0.07, -0.08], [0.07, -0.11, 0.02], [-0.12, -0.01, -0.08], [0.08, -0.15, 0.04], [-0.02, 0.07, 0.18], [-0.10, -0.04, 0.09], [-0.06, 0.11, -0.07], [-0.11, -0.15, 0.17], [-0.03, -0.05, 0.05], [0.00, 0.09, 0.10], [0.08, -0.13, 0.06], [0.03, 0.03, -0.06], [0.11, -0.14, 0.01], [-0.11, -0.03, -0.03], [-0.03, 0.07, 0.11], [-0.07, -0.02, -0.04], [0.06, -0.06, 0.01], [0.03, -0.10, -0.07], [-0.19, 0.01, 0.07], [0.01, 0.13, -0.11], [0.02, -0.10, -0.07], [0.12, -0.02, 0.12], [-0.12, 0.02, 0.03], [0.02, 0.11, -0.10], [-0.18, 0.03, 0.10], [0.12, -0.03, 0.10], [-0.04, 0.08, -0.21], [0.02, -0.04, 0.06], [-0.09, -0.07, -0.07], [0.10, 0.03, -0.09], [0.04, -0.01, 0.02], [0.12, 0.05, -0.09], [-0.04, 0.03, 0.03], [-0.10, -0.08, -0.09], [-0.12, 0.12, 0.06], [0.08, 0.05, -0.05], [-0.38, -0.12, 0.99], [0.00, -0.65, -2.47], [1.08, 0.52, 0.26], [-0.66, 1.14, 0.62], [0.31, -0.16, 0.70], [0.11, 0.54, -0.26], [-0.03, -0.19, 0.25], [0.06, 0.10, -0.08], [0.10, -0.05, -0.20], [0.02, -0.01, 0.26], [0.18, -0.17, -0.23], [0.25, -0.08, 0.03], [0.00, -0.49, -0.15], [0.06, -0.04, 0.17], [-0.08, 0.05, 0.11], [0.02, -0.01, 0.14], [-0.01, -0.03, 0.03], [-0.11, 0.14, 0.25], [0.05, -0.02, 0.12], [-0.04, 0.01, -0.12], [-0.04, 0.02, -0.09], [0.14, -0.03, -0.37], [-0.11, 0.11, 0.06], [0.05, 0.00, 0.05], [-0.64, 0.25, 0.84], [0.18, 0.06, -0.09], [0.06, -0.14, 0.15], [0.05, -0.05, 0.04], [-0.08, -0.03, -0.05], [-0.03, 0.02, -0.03], [0.01, 0.10, -0.08], [0.00, -0.13, -0.06], [-0.08, 0.01, 0.02], [0.01, -0.03, -0.06], [0.02, 0.00, -0.08], [0.02, 0.02, 0.07], [0.07, 0.07, 0.16], [0.07, -0.04, 0.04], [0.07, -0.05, -0.07], [-0.01, -0.01, 0.06], [-0.08, 0.04, -0.01], [0.02, -0.01, 0.14], [-0.07, 0.00, -0.05], [0.01, -0.08, 0.02], [-0.01, -0.02, -0.03], [-0.06, 0.01, -0.04], [-0.02, 0.03, 0.02], [0.06, 0.04, 0.05], [0.00, 0.00, -0.05], [0.01, 0.02, -0.04], [0.07, 0.05, 0.02], [-0.01, -0.06, -0.15]]
}

no.,F_max (eV/Å)
1,2.84
2,0.45
3,2.56